Version a
Computed, not measured: an isolated ion of composition C6H13N and charge +1, with the ωB97M-V functional and the def2-TZVPD basis.

* spin multiplicity: 2
* ⟨S²⟩: 0.757
* highest occupied orbital energy (alpha / beta): -14.222 / -15.281 eV
* total charge: +1

Each line ends with the Mulliken charge.
Geometry (Å):
C: 1.13 2.16 1.29  -1.142
C: 1.90 1.04 0.58  -0.476
C: 0.91 0.27 -0.29  -0.459
N: -1.75 -0.24 -1.45  -0.392
C: -1.28 -0.95 -0.30  0.667
C: -0.24 -0.36 0.40  -0.396
C: -1.79 -2.38 -0.38  -1.337
H: 0.19 1.97 1.84  0.312
H: 1.70 2.73 2.05  0.354
H: 1.08 2.96 0.54  0.318
H: 2.70 1.46 -0.07  0.312
H: 2.45 0.33 1.24  0.363
H: 1.38 -0.65 -0.68  0.268
H: 0.55 0.88 -1.11  0.402
H: -1.20 0.52 -1.84  0.283
H: -2.07 -0.95 -2.15  0.313
H: -0.19 -0.66 1.45  0.415
H: -1.16 -2.94 -1.08  0.393
H: -2.86 -2.37 -0.60  0.426
H: -1.46 -2.85 0.56  0.375


Version b
Computed, not measured: an isolated ion of composition C6H13N and charge +1, with the ωB97M-V functional and the def2-TZVPD basis.

* spin multiplicity: 2
* ⟨S²⟩: 0.758
* highest occupied orbital energy (alpha / beta): -13.863 / -15.495 eV
* total charge: +1

Each line ends with the Mulliken charge.
Geometry (Å):
C: -0.27 -0.54 -2.17  -1.040
C: -0.88 -0.65 -0.80  -0.069
C: 0.26 0.11 -0.03  0.135
C: 1.37 -0.52 0.62  -0.213
N: 1.40 -1.77 1.31  -0.306
C: -0.11 1.51 0.25  -0.553
C: -1.49 1.73 0.86  -1.222
H: 0.79 -1.04 -2.29  0.282
H: -0.13 0.68 -2.34  0.241
H: -0.78 -1.03 -3.09  0.347
H: -1.09 -1.72 -0.54  0.384
H: -1.89 -0.23 -0.71  0.262
H: 2.29 0.09 0.58  0.398
H: 2.13 -1.93 1.97  0.301
H: 0.53 -1.93 1.55  0.245
H: 0.05 2.18 -0.63  0.329
H: 0.56 1.94 0.96  0.426
H: -2.34 1.77 0.11  0.306
H: -1.69 0.91 1.49  0.406
H: -1.57 2.76 1.38  0.339


It turns out version a is the most stable, with the second structure 23.3 kcal/mol higher.


Version a
Computed, not measured: an isolated ion of composition CHN4O and charge -1, with the ωB97M-V functional and the def2-TZVPD basis.

* structure (SMILES): [O-]n1cnnn1
* highest occupied orbital energy: -3.231 eV
* total charge: -1

Each line ends with the Mulliken charge.
Geometry (Å):
O: -0.04 -2.03 0.01  -0.816
N: 0.14 -0.76 -0.04  0.495
C: -0.79 0.22 0.04  -0.151
N: -0.15 1.42 0.01  -0.425
N: 1.14 1.21 -0.02  -0.284
N: 1.47 0.01 0.04  -0.272
H: -1.76 -0.08 -0.04  0.454


Version b
Computed, not measured: an isolated ion of composition CHN4O and charge -1, with the ωB97M-V functional and the def2-TZVPD basis.

* structure (SMILES): [O-]n1cnnn1
* highest occupied orbital energy: -3.189 eV
* total charge: -1

Each line ends with the Mulliken charge.
Geometry (Å):
O: 0.95 -1.76 -0.47  -0.837
N: 0.32 -0.68 -0.41  0.779
C: -0.11 0.14 0.90  -0.204
N: -0.55 1.28 0.39  -0.310
N: -0.48 1.25 -0.89  -0.434
N: 0.01 0.12 -1.33  -0.405
H: -0.13 -0.36 1.81  0.411


It turns out version a is the most stable, with the second structure 9.7 kcal/mol higher.


Version a
Computed, not measured: C6H6N2O2 in the gas phase, with the ωB97M-V functional and the def2-TZVPD basis.

* structure (SMILES): ON=C1C=CC(=NO)C=C1
* highest occupied orbital energy: -8.206 eV

Each line ends with the Mulliken charge.
Geometry (Å):
O: 3.47 -0.43 -0.07  -0.347
N: 2.64 0.67 -0.05  -0.556
C: 1.39 0.28 -0.02  0.611
C: 0.41 1.36 0.03  -0.470
C: -0.91 1.12 0.05  -0.279
C: -1.39 -0.25 -0.04  0.437
N: -2.61 -0.67 -0.04  -0.514
O: -3.53 0.33 -0.08  -0.361
C: -0.39 -1.31 -0.01  -0.434
C: 0.92 -1.09 0.05  -0.312
H: 4.35 -0.03 -0.10  0.362
H: 0.78 2.39 -0.03  0.358
H: -1.57 1.97 0.05  0.361
H: -4.40 -0.13 0.06  0.366
H: -0.82 -2.28 0.05  0.438
H: 1.64 -1.93 0.16  0.340


Version b
Computed, not measured: a 2-piece molecular cluster, C6H6N2O2 overall, with the ωB97M-V functional and the def2-TZVPD basis.

* structure (SMILES): O=c1cc[nH]c(=O)[nH]1.C#C
* highest occupied orbital energy: -9.664 eV

Each line ends with the Mulliken charge.
Geometry (Å):
O: -2.26 -2.66 -2.34  -0.605
C: -1.76 -1.97 -1.44  0.478
C: -1.57 -2.52 -0.15  -0.420
C: -1.14 -1.70 0.83  -0.191
N: -0.87 -0.38 0.64  -0.100
C: -0.90 0.15 -0.59  0.281
O: -0.62 1.34 -0.82  -0.663
N: -1.14 -0.73 -1.62  -0.138
H: -2.04 -3.47 -0.13  0.395
H: -1.00 -2.07 1.87  0.356
H: -0.84 0.39 1.43  0.318
H: -0.88 -0.17 -2.51  0.286
C: 3.49 2.93 1.43  -0.380
C: 3.95 4.00 1.16  -0.365
H: 3.25 1.92 1.40  0.345
H: 4.33 4.93 0.85  0.402


It turns out version b is the most stable, with the second structure 32.7 kcal/mol higher.